(1)
Computed, not measured: C25H29B2Cl4O4S as an isolated structure at a distorted geometry, with ωB97M-V with the def2-TZVPD basis set.

Geometry as XYZ:
```
65
Properties=species:S:1:pos:R:3:forces:R:3:lowdin_charge:R:1
Cl 3.275 -4.477 -0.931 0.101 -0.007 -0.101 0.56
B 1.488 -4.541 -0.822 -0.668 1.692 -0.391 -1.76
Cl 0.541 -4.535 -2.357 0.111 -0.593 -0.057 0.58
Cl 0.907 -5.597 0.542 0.114 0.001 -0.241 0.62
O 1.074 -2.740 -0.366 -0.281 -1.303 0.368 -0.07
C 0.048 -1.508 -0.736 -0.137 -1.188 -0.015 0.02
C 0.668 -0.844 -1.821 0.098 0.629 -0.867 -0.26
C -0.167 -0.506 -2.925 0.385 -0.433 0.330 -0.06
C 0.379 -0.097 -4.118 0.119 0.744 -0.266 -0.14
C 1.750 0.165 -4.179 -0.057 -0.302 1.408 -0.71
Cl 2.436 0.736 -5.639 0.461 0.171 -0.974 0.66
C 2.571 0.032 -3.042 -0.684 -0.204 -0.353 -0.11
C 2.043 -0.477 -1.857 -0.556 -0.114 -0.562 -0.02
H -0.941 -1.952 -0.990 0.954 -0.057 -0.015 0.10
H -1.242 -0.686 -2.817 0.397 -0.066 -0.219 0.12
H -0.243 0.093 -5.004 0.277 -0.154 0.416 0.10
H 3.613 0.321 -3.128 -0.020 -0.060 0.078 0.10
H 2.655 -0.625 -0.963 -0.181 -0.028 -0.401 0.12
C 0.612 3.700 -5.735 0.433 -0.223 0.798 -0.09
O 1.465 3.533 -4.582 -0.296 0.823 -0.674 -0.14
C 0.912 3.395 -3.351 -0.093 -0.947 0.416 -0.29
C 1.825 3.370 -2.265 -0.519 -0.081 -1.233 0.00
C 1.383 2.958 -1.030 -0.210 -0.163 0.573 -0.05
C 0.055 2.532 -0.827 0.016 0.408 -1.862 -0.25
B 0.419 -2.730 0.849 -0.256 2.591 -1.043 -1.07
C -0.465 2.181 0.460 -1.041 0.855 2.684 -0.41
C -1.803 2.177 0.846 0.736 -0.154 -0.232 -0.13
C -2.021 2.590 2.185 1.091 0.316 0.910 -0.15
C -0.859 2.899 2.890 -1.207 -0.463 -1.186 -0.61
C -0.772 3.562 4.223 0.077 -0.205 0.365 -0.12
S 0.515 2.546 1.913 -0.552 0.175 -0.780 1.06
O -0.856 -3.225 1.001 -0.132 -0.101 0.960 0.09
C -1.304 -2.859 2.317 0.905 0.263 -0.069 -0.43
C -2.484 -1.880 2.259 0.218 -0.125 0.142 0.00
C -1.733 -4.175 2.929 -0.105 -0.019 0.545 -0.03
C 0.019 -2.194 2.982 0.434 0.186 -0.585 -0.43
C -0.127 -0.840 3.656 -0.131 0.153 0.157 -0.02
C 0.790 -3.132 3.891 -0.154 -0.095 0.126 -0.02
O 0.932 -1.965 1.866 -0.775 -1.146 1.258 0.15
C -0.855 2.645 -1.906 0.842 -0.219 0.449 -0.03
C -0.444 3.066 -3.157 0.575 0.173 -0.306 -0.02
H 1.293 3.975 -6.542 -0.175 -0.068 0.063 0.09
H 0.097 2.763 -5.983 0.136 0.126 0.063 0.07
H -0.126 4.493 -5.570 0.102 -0.029 0.001 0.09
H 2.879 3.551 -2.505 -0.445 0.086 0.304 0.12
H 2.067 2.976 -0.171 -0.201 -0.168 -0.495 0.09
H -2.635 1.979 0.168 0.365 0.156 0.144 0.11
H -2.997 2.761 2.626 0.006 -0.120 -0.102 0.10
H -1.787 3.792 4.571 0.216 -0.070 -0.031 0.08
H -0.291 2.919 4.973 -0.074 0.162 -0.087 0.07
H -0.210 4.506 4.175 -0.113 -0.264 -0.028 0.07
H -2.803 -1.657 3.296 0.116 0.062 -0.496 0.09
H -2.215 -0.952 1.731 -0.097 -0.317 0.192 0.09
H -3.322 -2.371 1.750 0.153 0.159 -0.017 0.09
H -1.904 -4.052 4.003 -0.015 -0.221 0.020 0.09
H -2.674 -4.467 2.463 -0.009 -0.098 -0.004 0.09
H -0.998 -4.967 2.733 -0.201 0.336 0.195 0.07
H -0.771 -0.922 4.541 0.050 0.146 -0.104 0.09
H 0.882 -0.537 3.983 -0.423 -0.037 -0.097 0.09
H -0.508 -0.059 2.980 0.050 -0.374 0.196 0.06
H 0.246 -3.307 4.827 0.176 -0.148 -0.063 0.09
H 0.980 -4.074 3.361 0.022 0.137 0.304 0.09
H 1.746 -2.636 4.100 -0.187 -0.290 0.059 0.10
H -1.878 2.333 -1.759 -0.041 0.045 -0.064 0.10
H -1.132 3.040 -4.012 0.300 0.062 0.494 0.11
```
Positions in Å, forces in eV/Å.

Results
HOMO energy	-0.1153	Ha
total charge	-1
largest force on an atom	3.0	eV Å⁻¹
E_tot	-96869.2687	eV
HOMO-LUMO gap	5.51	eV
lowest unoccupied orbital energy	2.38	eV

(2)
Computed, not measured: C25H29B2F4N4O4Ti as an isolated structure at a distorted geometry, with ωB97M-V with the def2-TZVPD basis set.

Geometry as XYZ:
```
69
Properties=species:S:1:pos:R:3:forces:R:3:mulliken_spin:R:1
Ti -0.983 0.574 0.589 0.244 -0.340 -0.288 0.99
C 2.903 1.792 1.621 -0.010 -0.053 -0.015 0.00
C 1.620 1.590 0.902 0.337 -0.708 0.159 0.12
N 0.938 0.491 1.011 1.906 0.416 0.548 -0.06
O 1.360 -0.428 1.918 0.327 -0.192 -0.225 -0.01
B 0.186 -0.894 2.702 -0.334 0.585 0.380 0.03
F 0.563 -1.455 3.855 0.123 -0.104 -0.101 0.00
F -0.604 0.360 2.887 0.224 -0.385 -0.333 0.00
O -0.761 -1.799 1.949 -0.205 -0.127 -0.056 0.00
N -1.738 -1.034 1.368 -1.327 -1.399 1.264 -0.01
C -2.964 -1.055 1.772 0.404 -0.550 -0.085 0.09
C -3.528 -2.047 2.718 0.060 0.068 0.040 0.00
C -3.707 0.116 1.267 -0.184 0.444 -0.447 0.06
N -2.932 0.939 0.635 -1.910 0.183 0.468 -0.04
O -3.399 2.152 0.260 -0.225 -0.072 -0.071 0.00
B -2.316 3.183 0.489 0.203 -0.051 0.509 0.00
F -1.655 2.728 1.697 -0.190 0.064 -0.250 0.00
F -2.862 4.403 0.569 -0.083 -0.011 -0.159 0.00
O -1.229 3.169 -0.563 0.115 0.082 -0.148 0.01
N -0.289 2.246 -0.189 0.879 1.882 -0.328 -0.02
C 0.887 2.641 0.183 -0.459 0.223 -0.587 0.06
C 1.364 4.042 0.068 -0.064 0.014 0.069 0.00
C -5.134 0.405 1.560 0.060 0.053 -0.016 0.00
H 2.769 1.471 2.655 0.030 0.059 0.014 0.01
H 3.242 2.822 1.582 -0.010 0.009 -0.013 0.00
H 3.670 1.140 1.198 -0.002 0.002 -0.028 0.01
H -2.787 -2.811 2.937 -0.018 -0.014 0.000 0.00
H -4.426 -2.503 2.299 0.000 -0.016 0.005 0.00
H -3.809 -1.552 3.650 -0.026 0.006 -0.008 0.00
H 0.616 4.643 -0.440 0.028 0.002 -0.021 0.00
H 2.313 4.089 -0.468 0.017 -0.046 0.017 0.00
H 1.521 4.454 1.067 0.031 0.010 -0.007 0.00
H -5.672 -0.486 1.868 -0.008 -0.007 0.012 0.00
H -5.608 0.847 0.684 -0.023 -0.014 0.011 0.00
H -5.186 1.151 2.357 -0.035 -0.018 0.009 0.01
C 2.087 1.025 -3.077 -0.042 0.063 0.008 -0.03
C 0.670 0.704 -2.749 0.046 -0.095 0.003 0.16
C 0.374 -0.661 -2.178 -0.055 0.122 0.065 0.09
C -0.988 -0.777 -1.481 0.225 -0.276 -0.710 0.14
C -1.363 -2.210 -1.184 0.010 0.005 0.080 -0.04
C -1.980 0.105 -1.929 0.212 -0.017 -0.240 0.12
C -1.707 1.239 -2.702 -0.054 -0.150 0.134 0.16
C -2.820 2.127 -3.149 0.023 0.035 0.049 0.02
C -0.358 1.530 -3.049 -0.017 0.125 -0.039 0.01
H 2.691 1.020 -2.165 0.024 -0.017 -0.017 0.01
H 2.175 1.993 -3.566 -0.011 -0.016 0.009 0.00
H 2.512 0.258 -3.730 0.021 -0.015 0.023 0.01
H 0.254 -1.288 -3.086 -0.154 0.027 -0.059 0.06
H -1.323 -2.778 -2.120 0.028 0.023 -0.004 0.00
H -2.376 -2.292 -0.796 -0.005 -0.013 0.006 0.01
H -0.665 -2.677 -0.492 -0.035 -0.023 0.049 0.00
H -3.019 -0.151 -1.751 0.000 0.080 0.171 0.02
H -3.523 2.289 -2.332 -0.041 0.002 -0.028 0.00
H -3.369 1.672 -3.978 0.023 -0.006 -0.019 0.02
H -2.443 3.093 -3.478 -0.015 -0.002 -0.022 0.00
H -0.162 2.468 -3.556 0.045 -0.003 0.021 0.01
C 1.479 -1.304 -1.463 -0.148 -0.032 0.121 -0.03
C 2.316 -1.965 -0.908 -0.122 0.295 -0.025 0.00
C 3.326 -2.700 -0.214 0.170 -0.118 0.118 0.01
C 4.665 -2.321 -0.322 -0.038 0.013 -0.045 0.00
C 5.644 -3.033 0.349 0.017 0.003 0.018 0.00
C 5.295 -4.127 1.129 0.026 0.003 -0.006 0.00
C 3.964 -4.503 1.243 -0.018 -0.040 0.043 0.00
C 2.978 -3.795 0.579 0.016 0.080 -0.009 0.00
H 4.928 -1.473 -0.942 0.008 -0.017 0.009 0.00
H 6.680 -2.735 0.263 -0.006 -0.014 -0.010 0.00
H 6.062 -4.687 1.647 -0.006 0.006 0.008 0.00
H 3.695 -5.354 1.856 -0.010 0.008 -0.005 0.00
H 1.937 -4.073 0.675 0.008 -0.030 -0.014 0.00
```
Positions in Å, forces in eV/Å.

Results
HOMO energy (spin up / spin down)	-0.3906 / -0.4078	Ha
total charge	+1
2S+1	3
largest force on an atom	2.3	eV Å⁻¹
<S²>	2.03
E_tot	-75881.3157	eV
HOMO-LUMO gap (spin up / spin down)	6.45 / 6.33	eV
lowest unoccupied orbital energy (spin up / spin down)	-4.18 / -4.77	eV

(3)
Computed, not measured: a 5-piece molecular cluster, C25H29BO overall, with ωB97M-V with the def2-TZVPD basis set.

Geometry as XYZ:
```
56
Properties=species:S:1:pos:R:3:forces:R:3:lowdin_charge:R:1
C 2.237 -1.348 -0.156 0.021 0.360 -0.225 -0.06
B 2.971 -0.846 -1.445 -0.140 -0.066 0.067 -0.38
O 4.071 -0.041 -1.399 -0.260 0.506 -0.380 0.08
H 1.159 -1.391 -0.319 -0.036 -0.073 0.124 0.05
H 2.587 -2.366 0.045 -0.053 -0.028 0.060 0.06
H 2.448 -0.721 0.713 -0.053 -0.116 0.117 0.06
H 2.593 -1.150 -2.541 0.231 -0.193 0.005 0.08
H 4.129 0.508 -0.612 0.242 -0.384 0.261 0.10
C -1.658 1.372 2.400 -0.020 -0.020 0.024 -0.11
C -1.890 1.247 1.037 0.008 0.001 -0.004 -0.09
C -0.892 1.579 0.131 -0.003 -0.007 0.008 -0.10
C 0.336 2.034 0.590 0.048 -0.013 -0.038 -0.10
C 0.570 2.158 1.952 -0.012 -0.008 0.002 -0.10
C -0.429 1.828 2.858 0.006 -0.002 0.000 -0.09
H -2.437 1.113 3.106 0.000 -0.010 -0.001 0.09
H -2.849 0.892 0.682 -0.002 -0.003 0.000 0.10
H -1.072 1.483 -0.932 0.000 0.002 -0.003 0.10
H 1.114 2.292 -0.118 -0.003 0.014 -0.001 0.10
H 1.529 2.510 2.309 -0.002 0.016 -0.001 0.10
H -0.250 1.927 3.921 0.002 -0.006 0.002 0.10
C -6.020 4.122 5.557 -0.004 -0.004 -0.003 -0.10
C -5.230 4.110 4.415 -0.005 -0.012 0.014 -0.09
C -4.004 3.459 4.428 0.020 0.023 -0.026 -0.10
C -3.569 2.820 5.580 0.003 -0.010 -0.002 -0.10
C -4.359 2.830 6.721 -0.001 -0.001 -0.003 -0.10
C -5.585 3.482 6.709 0.000 0.000 0.003 -0.10
H -6.976 4.629 5.548 -0.002 0.001 0.000 0.10
H -5.570 4.607 3.516 0.003 0.008 0.000 0.10
H -3.384 3.453 3.540 -0.004 0.005 -0.005 0.09
H -2.612 2.313 5.590 0.003 0.002 0.000 0.09
H -4.020 2.331 7.620 0.002 0.001 0.003 0.10
H -6.201 3.492 7.599 -0.003 -0.002 0.001 0.10
C 3.961 0.895 -7.155 -0.002 -0.002 -0.003 -0.10
C 2.804 1.662 -7.191 0.000 0.000 0.002 -0.10
C 2.193 2.048 -6.006 0.000 0.000 -0.003 -0.10
C 2.741 1.670 -4.788 -0.004 0.002 0.009 -0.09
C 3.899 0.904 -4.750 0.009 0.009 -0.005 -0.09
C 4.507 0.517 -5.936 -0.002 0.002 0.000 -0.09
H 4.437 0.592 -8.079 0.001 -0.001 -0.001 0.10
H 2.379 1.957 -8.141 -0.002 -0.002 -0.002 0.10
H 1.290 2.644 -6.032 0.000 0.004 0.000 0.10
H 2.265 1.972 -3.863 -0.002 -0.003 0.002 0.10
H 4.319 0.612 -3.797 0.000 -0.015 -0.002 0.08
H 5.408 -0.083 -5.910 0.004 0.003 -0.001 0.10
C 0.132 -7.082 -0.003 0.000 -0.002 0.000 -0.10
C 0.190 -6.996 -1.387 -0.001 0.000 0.000 -0.10
C 0.311 -5.757 -2.001 0.000 -0.002 0.000 -0.09
C 0.378 -4.604 -1.230 0.005 0.016 -0.001 -0.10
C 0.322 -4.691 0.154 -0.010 0.018 0.013 -0.10
C 0.197 -5.930 0.768 0.006 -0.004 -0.009 -0.10
H 0.037 -8.049 0.475 0.000 -0.002 0.001 0.10
H 0.141 -7.895 -1.988 -0.003 -0.002 -0.001 0.10
H 0.353 -5.688 -3.080 0.005 0.000 -0.002 0.10
H 0.474 -3.637 -1.707 0.009 -0.002 -0.005 0.10
H 0.375 -3.792 0.754 -0.003 0.000 0.004 0.09
H 0.151 -5.997 1.848 0.002 -0.001 0.002 0.10
```
Positions in Å, forces in eV/Å.

Results
structure (SMILES)	c1ccccc1.c1ccccc1.c1ccccc1.c1ccccc1.CBO
HOMO energy	-0.3386	Ha
largest force on an atom	0.7	eV Å⁻¹
E_tot	-29120.0544	eV
HOMO-LUMO gap	9.72	eV
lowest unoccupied orbital energy	0.51	eV

(4)
Computed, not measured: C25H29CeClN3OP2 as an isolated structure at a distorted geometry, with ωB97M-V with the def2-TZVPD basis set.

Geometry as XYZ:
```
62
Properties=species:S:1:pos:R:3:forces:R:3:lowdin_charge:R:1
Ce 1.206 -0.796 -0.536 2.489 1.779 1.158 0.72
Cl 2.345 0.849 1.069 -0.873 -1.207 -1.271 0.20
C -1.107 -0.448 -0.458 -6.746 -0.353 1.441 -0.23
O -2.264 -0.520 -0.255 5.245 0.547 -1.060 0.18
P -0.294 2.022 -1.223 -0.094 3.188 -1.412 1.14
C 0.634 2.212 -2.799 0.008 -0.403 0.422 -0.35
C -1.983 2.502 -1.718 -0.252 -0.801 0.198 -0.36
C 0.263 3.465 -0.225 0.188 -0.675 0.938 -0.37
C -2.660 3.618 -1.184 -0.010 -0.141 0.265 -0.04
C -3.975 3.887 -1.573 0.334 0.039 0.088 -0.02
C -4.623 3.069 -2.499 0.156 -0.084 0.062 -0.01
C -3.944 1.977 -3.053 0.301 -0.253 -0.051 -0.03
C -2.634 1.687 -2.664 -0.486 0.123 0.064 -0.11
H -2.163 4.271 -0.465 -0.191 -0.213 -0.188 0.11
H -4.494 4.740 -1.131 0.182 -0.230 -0.201 0.13
H -5.658 3.273 -2.782 0.376 -0.079 0.073 0.13
H -4.443 1.328 -3.772 0.137 0.241 0.156 0.13
H -2.116 0.830 -3.099 -0.179 0.148 0.028 0.11
C 1.839 1.502 -2.939 -0.085 -0.185 -0.421 -0.14
C 2.513 1.531 -4.162 0.259 -0.192 0.100 -0.04
C 2.065 2.357 -5.195 -0.209 -0.076 0.071 -0.01
C 0.913 3.136 -5.030 0.090 -0.146 0.548 0.00
C 0.191 3.054 -3.837 -0.179 -0.314 0.091 -0.05
H 2.331 0.997 -2.080 -0.171 0.315 -0.317 0.02
H 3.392 0.897 -4.296 -0.133 0.408 -0.020 0.13
H 2.608 2.404 -6.137 -0.060 -0.085 0.229 0.13
H 0.564 3.805 -5.815 0.161 -0.160 0.133 0.14
H -0.716 3.649 -3.705 0.267 -0.282 -0.089 0.13
C 0.953 4.562 -0.772 0.154 -0.361 -0.186 -0.05
C 1.365 5.608 0.057 -0.278 -0.269 -0.035 -0.02
C 1.101 5.558 1.430 -0.071 -0.259 -0.170 -0.01
C 0.418 4.464 1.981 -0.031 0.033 -0.112 -0.04
C -0.008 3.428 1.156 0.148 0.004 -0.030 -0.13
H 1.169 4.591 -1.840 0.017 0.067 0.320 0.11
H 1.900 6.452 -0.382 -0.201 -0.226 0.177 0.13
H 1.435 6.368 2.069 -0.035 -0.130 -0.054 0.13
H 0.232 4.406 3.055 0.017 0.121 -0.349 0.13
H -0.535 2.572 1.589 0.150 0.263 -0.065 0.11
H 4.400 -0.436 -1.413 0.012 0.269 0.314 0.07
H 4.444 0.075 -0.847 -0.133 -0.387 -0.369 0.07
C -0.273 -4.345 3.864 -0.091 -0.095 -0.077 -0.13
N -1.255 -3.677 2.977 0.576 -0.003 -0.385 -0.13
C -1.413 -4.479 1.741 0.230 0.173 0.356 -0.13
N -0.132 -4.686 1.017 0.162 0.561 -0.234 -0.11
C 0.828 -5.336 1.942 0.041 0.126 0.207 -0.13
N 1.033 -4.581 3.202 -0.525 0.922 -0.919 -0.11
C 1.733 -3.308 2.952 0.599 -1.010 0.526 -0.25
P 0.714 -2.211 1.825 -0.003 0.234 -0.225 0.97
C -0.914 -2.287 2.709 -0.630 -0.199 0.091 -0.27
C 0.397 -3.427 0.420 -0.244 -0.691 0.894 -0.35
H -0.711 -5.317 4.143 0.301 0.362 0.032 0.15
H -0.101 -3.732 4.762 -0.185 -0.292 -0.260 0.15
H -2.146 -4.000 1.076 0.156 -0.217 0.212 0.14
H -1.761 -5.477 2.056 -0.004 0.427 -0.326 0.15
H 1.801 -5.468 1.445 -0.349 -0.067 0.135 0.14
H 0.393 -6.318 2.191 0.319 0.354 -0.093 0.15
H 1.915 -2.808 3.917 -0.152 0.089 -0.441 0.12
H 2.716 -3.526 2.503 -0.325 0.204 0.065 0.11
H -1.679 -1.812 2.082 0.026 -0.160 0.156 0.09
H -0.850 -1.704 3.641 0.119 -0.221 -0.261 0.12
H 1.323 -3.626 -0.150 -0.012 -0.325 0.125 0.10
H -0.340 -3.015 -0.290 -0.285 -0.204 -0.056 0.07
```
Positions in Å, forces in eV/Å.

Results
HOMO energy (spin up / spin down)	-0.6270 / -0.6271	Ha
total charge	+3
largest force on an atom	6.9	eV Å⁻¹
E_tot	-76910.8949	eV
HOMO-LUMO gap (spin up / spin down)	4.29 / 4.32	eV
lowest unoccupied orbital energy (spin up / spin down)	-12.78 / -12.75	eV